Density functional theory data (wB97M-V/def2-TZVPD) for a structure of composition C27H31BFeNO3 in a non-equilibrium geometry.

Last column: Löwdin charge in e.
Geometry (Å):
C 3.4577 -3.4350 -1.0463  -0.024
C 3.0684 -2.1222 -0.5231  -0.322
C 3.8066 -1.1110 0.0394  -0.003
C 2.8666 -0.2587 0.6709  -0.044
C 1.5527 -0.5359 0.2614  -0.122
B 0.1328 -0.7318 1.3556  -0.824
O -1.0394 -0.8220 0.5077  -0.075
C -0.9459 -2.1540 -0.1416  -0.103
C -0.6208 -3.0882 1.0255  -0.045
N -0.0732 -2.1533 2.1135  -0.119
C 1.0245 -2.7497 2.8793  0.013
C -1.1487 -1.6505 3.0914  -0.047
C -0.6413 -0.2265 3.4563  -0.127
O 0.2334 0.2395 2.4065  0.037
O 1.7478 -1.7763 -0.4298  -0.044
H 4.2254 -3.8552 -0.3733  0.089
H 2.6471 -4.1713 -1.0838  0.082
H 3.9144 -3.3334 -2.0475  0.091
H 4.8903 -1.0601 0.0657  0.114
H 3.1527 0.5736 1.2888  0.109
H -1.9265 -2.3886 -0.6343  0.136
H -0.0883 -2.1858 -0.8921  0.135
H -1.5348 -3.5415 1.4217  0.128
H 0.1130 -3.8667 0.7545  0.130
H 0.5861 -3.3199 3.7097  0.100
H 1.5782 -3.4419 2.2443  0.102
H 1.6670 -1.9707 3.2885  0.116
H -2.1649 -1.5849 2.6418  0.130
H -1.1904 -2.3321 3.9572  0.127
H -1.4466 0.5336 3.5768  0.117
H -0.0984 -0.3136 4.4201  0.125
C -4.7648 1.7000 -0.5305  -0.158
C -3.9636 2.3146 0.5199  -0.165
C -3.2052 1.2493 1.1668  -0.135
C -3.5001 0.0081 0.4744  -0.155
C -4.4435 0.2882 -0.5844  -0.148
Fe -2.8045 1.4337 -0.7602  0.473
C -2.5605 1.6959 -2.6604  -0.162
C -2.2602 2.9301 -1.9542  -0.142
C -1.2928 2.6453 -0.9387  -0.118
C -0.8151 1.2460 -1.0834  -0.220
C 0.5764 0.9416 -0.5059  -0.041
C 1.6276 1.7263 -1.2042  -0.226
C 2.6011 2.5244 -0.5479  -0.047
C 3.7375 2.9243 -1.2658  -0.098
C 3.8319 2.7145 -2.6533  -0.104
C 2.7228 2.1576 -3.3184  -0.087
C 1.6330 1.6392 -2.5973  -0.022
C -1.6579 0.6637 -2.1528  -0.114
H -5.5648 2.1952 -1.0753  0.115
H -3.9765 3.3641 0.8220  0.121
H -2.6254 1.3450 2.0795  0.100
H -3.2099 -0.9903 0.7857  0.098
H -4.9386 -0.4704 -1.1942  0.117
H -3.3240 1.5971 -3.4277  0.117
H -2.6771 3.9079 -2.1752  0.118
H -0.8460 3.3516 -0.2535  0.134
H 0.5577 1.2098 0.5643  0.109
H 2.4123 2.8466 0.5001  0.125
H 4.5099 3.4834 -0.7372  0.095
H 4.6744 3.1437 -3.2116  0.095
H 2.6314 2.1739 -4.4107  0.097
H 0.7410 1.2173 -3.1029  0.121
H -1.5725 -0.3435 -2.5717  0.123

Computed properties:
orbital gap (alpha / beta): 5.69 / 8.01 eV
LUMO level (alpha / beta): 0.395 / 0.292 eV
2S+1: 6
E: -71189.9508 eV
energy relative to the best compared isomer or geometry (same formula, charge and spin): 349.4 kJ/mol